(1)
Below is a structure of composition C27H28BFeN5O3, with properties calculated with ωB97M-V/def2-TZVPD.

Properties
HOMO level (alpha / beta): -1.76 / -1.74 eV
Net charge: -2
F_max: 0.55 eV Å⁻¹
⟨S²⟩: 6.0115
Multiplicity: 5

Last column: Mulliken spin population.
Element x y z (Å)
Fe  1.0645  0.2262  -0.7760  3.76
O  -2.3363  4.6322  -0.1670  0.00
C  -2.2470  4.4964  -1.5007  0.00
C  -3.0686  5.2970  -2.2978  0.00
C  -3.0043  5.2187  -3.6775  0.00
C  -2.1210  4.3390  -4.2939  0.00
C  -1.3128  3.5368  -3.5037  0.00
C  -1.3588  3.5932  -2.1152  0.01
C  -0.4667  2.6692  -1.3391  0.00
O  0.2613  1.8573  -1.9572  0.04
N  -0.5431  2.7824  -0.0202  -0.01
N  0.3210  1.8838  0.5876  0.03
C  0.4946  2.0652  1.8413  0.00
C  1.4054  1.2992  2.6705  -0.01
C  1.5321  1.6570  4.0160  0.00
C  2.3896  1.0027  4.8786  0.01
C  3.1644  -0.0474  4.3632  0.00
C  3.0676  -0.4244  3.0454  0.01
C  2.1727  0.2177  2.1383  0.01
O  2.0697  -0.1896  0.9356  0.04
H  -1.6366  4.0151  0.2200  0.00
H  -3.7493  5.9788  -1.8030  0.00
H  -3.6504  5.8506  -4.2772  0.00
H  -2.0687  4.2750  -5.3731  0.00
H  -0.6204  2.8278  -3.9398  0.00
H  -0.0565  2.8784  2.3248  0.00
H  0.9252  2.4820  4.3804  0.00
H  2.4675  1.2977  5.9173  0.00
H  3.8554  -0.5737  5.0147  0.00
H  3.6629  -1.2367  2.6466  0.00
C  -1.9411  -4.8335  3.9935  0.00
C  -1.6195  -3.6468  3.1254  0.00
C  -1.9139  -3.6322  1.7720  0.00
C  -1.5822  -2.5190  1.0052  0.01
N  -0.9970  -1.4374  1.5103  -0.01
C  -0.7057  -1.4551  2.8108  0.00
C  -0.9945  -2.5206  3.6488  0.00
H  -2.4193  -5.6243  3.4156  0.00
H  -2.6132  -4.5522  4.8072  0.00
H  -1.0358  -5.2435  4.4455  0.00
H  -2.3804  -4.4874  1.2965  0.00
H  -1.7732  -2.5079  -0.0636  0.00
H  -0.2019  -0.5774  3.2003  0.00
H  -0.7179  -2.4721  4.6962  0.00
B  4.9856  0.2877  -3.6332  0.00
C  3.7079  0.2726  -2.6792  0.00
N  2.7868  0.2473  -1.9843  0.04
H  5.1183  -0.8336  -4.0932  0.00
H  4.7947  1.1018  -4.5191  0.00
H  5.9543  0.5955  -2.9598  0.00
C  1.7548  -2.9164  -0.9539  -0.01
C  0.4305  -2.5833  -1.5659  0.02
C  -0.4828  -3.4248  -2.1674  0.01
C  -1.5880  -2.6102  -2.5395  0.01
C  -1.2814  -1.3215  -2.1440  0.01
C  -2.1472  -0.1091  -2.2560  0.00
N  -0.0420  -1.2963  -1.5578  0.03
H  1.9026  -3.9988  -0.9412  0.00
H  1.8214  -2.5490  0.0741  0.00
H  2.5819  -2.4661  -1.5064  0.00
H  -0.3707  -4.4908  -2.3087  0.00
H  -2.5038  -2.9213  -3.0243  0.00
H  -3.1652  -0.4075  -2.5177  0.00
H  -1.7871  0.5866  -3.0146  0.00
H  -2.1884  0.4386  -1.3105  0.00



(2)
Below is a structure of composition C27H28BrIN4O4Ti, with properties calculated with ωB97M-V/def2-TZVPD.

Properties
HOMO level: -13.27 eV
Net charge: +2
F_max: 0.64 eV Å⁻¹

Last column: Löwdin charge in e.
Element x y z (Å)
Ti  -0.1236  0.1226  0.2760  1.29
C  4.7287  0.8448  -0.5281  -0.04
C  3.9647  2.0211  -1.1160  -0.16
N  3.1762  2.7854  -0.1250  -0.03
C  3.7217  4.1198  0.2425  -0.17
C  4.8837  4.0112  1.2092  -0.05
C  2.0776  2.3106  0.4048  -0.32
C  1.3619  3.0738  1.4755  0.03
N  1.5944  1.1043  0.0355  0.03
H  5.2844  0.3449  -1.3205  0.10
H  4.0808  0.1024  -0.0592  0.07
H  5.4414  1.1762  0.2250  0.08
H  3.2956  1.7195  -1.9248  0.11
H  4.6573  2.7344  -1.5559  0.13
H  2.9142  4.7301  0.6324  0.11
H  4.0252  4.5836  -0.6948  0.13
H  4.5954  3.4860  2.1214  0.09
H  5.2270  5.0076  1.4849  0.09
H  5.7265  3.4851  0.7611  0.08
H  2.0708  3.5720  2.1319  0.10
H  0.7621  2.4047  2.0827  0.09
H  0.7029  3.8234  1.0361  0.11
H  2.2248  0.5821  -0.5645  0.05
N  -2.4732  -1.4355  -2.8418  0.17
C  -2.2140  -1.0287  -1.6035  -0.09
N  -1.0470  -0.4057  -1.5228  0.02
C  -0.5071  -0.4192  -2.8280  -0.18
C  0.6748  0.1031  -3.3445  0.00
C  0.9092  -0.0698  -4.6913  -0.05
C  -0.0090  -0.7402  -5.5205  -0.04
C  -1.1880  -1.2470  -5.0198  0.02
C  -1.4052  -1.0657  -3.6593  -0.16
H  -3.3110  -1.9214  -3.1224  0.18
H  -2.8783  -1.1980  -0.7722  0.15
H  1.3783  0.6472  -2.7288  0.08
H  1.8163  0.3250  -5.1282  0.12
H  0.2124  -0.8534  -6.5728  0.12
H  -1.9029  -1.7547  -5.6530  0.13
I  2.7861  -6.8558  4.3019  1.01
C  2.1498  -5.1558  3.3333  -0.73
C  2.2185  -5.0959  1.9403  -0.12
C  1.7871  -3.9587  1.2892  0.02
C  1.2955  -2.8838  2.0362  -0.15
C  1.2327  -2.9443  3.4316  0.02
C  1.6571  -4.0848  4.0810  -0.12
C  0.8514  -1.7003  1.3660  -0.46
O  0.4433  -0.6384  1.9835  -0.04
O  0.7929  -1.5942  0.0663  -0.07
H  2.6058  -5.9344  1.3791  0.10
H  1.8286  -3.9019  0.2101  0.13
H  0.8533  -2.1055  3.9991  0.13
H  1.6116  -4.1519  5.1588  0.11
Br  -3.9997  6.0533  2.0663  0.83
C  -3.8106  4.2236  2.4149  -0.68
C  -4.5154  3.6395  3.4622  -0.07
C  -4.3901  2.2804  3.7300  -0.03
C  -3.5642  1.4912  2.9504  0.02
C  -2.8564  2.0946  1.9116  -0.14
C  -2.9705  3.4594  1.6320  -0.04
C  -1.9691  1.3062  1.0917  -0.47
O  -1.0727  1.8338  0.3157  -0.07
O  -1.9269  0.0168  1.1222  -0.05
H  -5.1678  4.2529  4.0695  0.12
H  -4.9448  1.8437  4.5489  0.12
H  -3.4620  0.4322  3.1418  0.13
H  -2.4222  3.9060  0.8143  0.12



(3)
Below is a structure of composition C27H28CaCl3N6O10S2, with properties calculated with ωB97M-V/def2-TZVPD.

Properties
HOMO level: -4.85 eV
Net charge: -1
F_max: 0.57 eV Å⁻¹

Last column: Löwdin charge in e.
Element x y z (Å)
Ca  -0.0272  0.0990  0.1677  1.34
O  -0.8072  0.8662  3.5885  0.02
C  -1.2692  0.8533  2.4543  -0.64
O  -0.9775  1.6669  1.4960  -0.23
C  -2.2407  -0.2809  1.9845  -0.63
O  -3.3305  -0.4270  2.5300  0.02
O  -1.8004  -0.9546  0.9779  -0.22
S  6.9009  -2.0845  3.3926  0.97
N  6.4207  -0.6391  2.8360  -0.22
C  5.1399  -0.7560  2.5213  -0.30
C  4.3035  0.2991  1.9973  -0.08
C  4.7618  1.6008  1.7830  0.01
C  3.8756  2.5400  1.3070  -0.03
C  2.5580  2.1495  1.0519  -0.10
N  2.1167  0.9231  1.2365  0.08
C  2.9631  0.0002  1.7015  -0.13
C  2.4309  -1.3545  1.9208  -0.13
N  1.1562  -1.5691  1.5922  0.07
C  0.6190  -2.7536  1.8144  -0.08
C  1.3376  -3.8126  2.3786  -0.02
C  2.6616  -3.6196  2.7023  0.01
C  3.2346  -2.3659  2.4712  -0.08
C  4.6144  -2.0579  2.7625  -0.30
N  5.5078  -2.9023  3.2553  -0.22
H  5.7937  1.8437  1.9972  0.12
H  4.1803  3.5607  1.1263  0.11
H  1.8256  2.8522  0.6769  0.10
H  -0.4240  -2.8411  1.5301  0.12
H  0.8494  -4.7617  2.5482  0.11
H  3.2659  -4.4076  3.1308  0.11
C  -0.4692  4.2760  -0.2151  -0.24
S  -1.0886  2.8455  -1.1158  0.86
C  -1.0671  3.5520  -2.7788  -0.23
O  0.0866  1.9046  -1.1629  -0.70
H  -1.1877  5.0900  -0.3094  0.06
H  0.4997  4.5648  -0.6207  0.05
H  -0.4007  3.9569  0.8234  0.04
H  -1.8920  4.2538  -2.8891  0.05
H  -1.2012  2.7179  -3.4626  0.04
H  -0.1077  4.0316  -2.9636  0.05
Cl  2.8949  2.3479  -2.5512  0.57
C  2.9683  1.4747  -4.0753  -1.02
Cl  3.7527  2.4188  -5.3621  0.48
H  1.9597  1.2436  -4.3866  0.00
H  3.5468  0.5693  -3.9257  0.03
O  0.0083  -1.6103  -1.4956  -0.42
Cl  1.1734  -1.1900  -2.2678  0.64
O  0.7614  -0.2956  -3.3040  -0.35
O  1.8186  -2.3282  -2.8210  -0.31
O  2.0477  -0.4990  -1.3359  -0.40
C  -2.5318  -1.1308  -7.9096  -0.07
C  -3.2082  -2.1771  -7.0358  -0.21
N  -3.0572  -1.9069  -5.6138  -0.06
C  -2.1305  -2.7555  -4.8670  -0.19
C  -0.6950  -2.6451  -5.3578  -0.07
C  -3.9153  -1.0043  -5.0719  -0.42
O  -4.7856  -0.4610  -5.7464  0.05
C  -3.8027  -0.6774  -3.6149  -0.13
C  -4.9205  -0.8462  -2.8031  -0.01
C  -4.8510  -0.4484  -1.4807  -0.03
C  -3.6824  0.1524  -1.0265  -0.11
N  -2.6201  0.3384  -1.8015  0.07
C  -2.6759  -0.0866  -3.0570  -0.09
H  -2.6789  -1.3617  -8.9647  0.07
H  -1.4613  -1.0854  -7.7131  0.06
H  -2.9648  -0.1518  -7.7115  0.07
H  -2.7906  -3.1685  -7.2218  0.11
H  -4.2758  -2.2088  -7.2649  0.12
H  -2.4745  -3.7941  -4.9571  0.12
H  -2.1873  -2.4927  -3.8154  0.11
H  -0.5957  -2.9982  -6.3853  0.07
H  -0.0375  -3.2437  -4.7287  0.07
H  -0.3454  -1.6179  -5.3039  0.07
H  -5.8222  -1.2821  -3.2136  0.12
H  -5.6781  -0.5918  -0.7998  0.11
H  -3.6035  0.4949  -0.0036  0.10
H  -1.7672  0.0395  -3.6400  0.11